No. 1
Below is a single C3HFOS2 molecule at a distorted geometry, with properties calculated with ωB97M-V with the def2-TZVPD basis set.

The geometry in XYZ format:
```
8
C3HFOS2 | OMol25 | ωB97M-V with the def2-TZVPD basis set
C 0.342 -0.080 1.597
C -1.511 -0.653 -0.379
C 0.927 0.676 -0.976
O 1.433 1.291 -1.876
F -2.271 -1.762 -0.423
S 1.017 1.186 0.761
S -0.144 -0.844 -1.418
H 0.206 0.187 2.714
```

Summary:
- total charge = 0
- energy relative to the best compared isomer or geometry (same formula, charge and spin) (kJ/mol) = 336.3
- gap between HOMO and LUMO (eV) = 7.59
- maximum force (eV/A) = 2.00
- HOMO energy (eV) = -8.87

---

No. 2
Below is 2 unconnected molecules or ions with the total composition C4H5I at a distorted geometry, with properties calculated with ωB97M-V with the def2-TZVPD basis set.

The geometry in XYZ format:
```
10
C4H5I | OMol25 | ωB97M-V with the def2-TZVPD basis set
C -1.506 1.661 0.116
C -2.561 1.101 -0.121
I -4.275 0.076 -0.383
H -0.543 2.125 0.108
C 1.958 -0.582 -0.337
C 0.979 -0.990 0.510
H 1.944 0.319 -0.818
H 2.629 -1.315 -0.802
H 0.273 -0.308 0.989
H 1.101 -2.088 0.738
```

Summary:
- total charge = 0
- energy relative to the best compared isomer or geometry (same formula, charge and spin) (kJ/mol) = 206.4
- gap between HOMO and LUMO (eV) = 9.96
- maximum force (eV/A) = 3.47
- HOMO energy (eV) = -9.65

---

No. 3
Below is 9 unconnected molecules or ions with the total composition C37H67ClN9O3P at a distorted geometry, with properties calculated with ωB97M-V with the def2-TZVPD basis set.

The geometry in XYZ format:
```
118
C37H67ClN9O3P | OMol25 | ωB97M-V with the def2-TZVPD basis set
N 2.512 6.114 -3.163
C 2.194 4.818 -3.820
C 3.003 3.737 -3.076
C 3.941 2.913 -3.981
C 4.589 1.804 -3.106
O 3.857 0.581 -3.265
C 2.980 0.339 -2.272
O 3.212 0.415 -1.105
P 1.276 -0.279 -2.861
O 0.531 1.088 -3.428
Cl 0.292 -0.570 -1.042
H 2.429 5.948 -2.171
H 1.822 6.795 -3.452
H 2.406 4.855 -4.888
H 1.116 4.659 -3.691
H 3.646 4.218 -2.336
H 2.339 3.046 -2.554
H 3.402 2.392 -4.773
H 4.711 3.557 -4.404
H 4.607 2.132 -2.067
H 5.626 1.680 -3.415
H 0.522 1.763 -2.734
C -4.924 0.596 0.541
C -3.577 -0.001 0.930
C -2.576 1.049 1.422
C -2.305 2.038 0.365
N -2.095 2.808 -0.458
H -4.827 1.296 -0.292
H -5.611 -0.190 0.229
H -5.376 1.126 1.382
H -3.157 -0.531 0.072
H -3.728 -0.737 1.719
H -1.635 0.575 1.699
H -2.958 1.569 2.300
C -2.710 -3.914 -1.000
C -1.800 -4.206 0.188
C -2.543 -4.823 1.377
C -3.587 -3.903 1.862
N -4.382 -3.161 2.225
H -3.478 -3.183 -0.744
H -2.134 -3.505 -1.830
H -3.205 -4.823 -1.347
H -1.313 -3.279 0.502
H -1.010 -4.892 -0.123
H -1.852 -5.026 2.193
H -3.010 -5.766 1.093
C -0.378 -6.229 6.358
C 0.896 -6.791 5.737
C 1.021 -6.477 4.243
C -0.104 -7.062 3.492
N -0.991 -7.508 2.919
H -1.270 -6.668 5.907
H -0.411 -6.449 7.425
H -0.431 -5.146 6.234
H 0.923 -7.872 5.886
H 1.762 -6.375 6.254
H 1.950 -6.884 3.842
H 1.026 -5.399 4.076
C -3.943 4.980 5.192
C -2.500 5.316 4.832
C -1.887 4.320 3.843
C -1.868 2.959 4.412
N -1.853 1.904 4.861
H -4.015 4.013 5.691
H -4.349 5.729 5.871
H -4.573 4.955 4.300
H -1.897 5.344 5.742
H -2.462 6.313 4.391
H -0.863 4.603 3.598
H -2.462 4.301 2.915
C 5.348 -1.616 1.417
C 5.838 -0.175 1.491
C 7.351 -0.069 1.703
C 7.748 -0.710 2.970
N 8.056 -1.207 3.956
H 5.535 -2.150 2.350
H 4.273 -1.642 1.235
H 5.841 -2.158 0.608
H 5.318 0.340 2.301
H 5.574 0.338 0.564
H 7.659 0.976 1.735
H 7.888 -0.554 0.887
C 1.088 -9.803 1.689
C 1.000 -11.285 1.348
C 2.159 -12.102 1.928
C 3.450 -11.624 1.399
N 4.446 -11.240 0.983
H 1.988 -9.353 1.266
H 0.234 -9.261 1.286
H 1.101 -9.650 2.770
H 0.978 -11.403 0.263
H 0.061 -11.688 1.732
H 2.050 -13.155 1.672
H 2.179 -12.020 3.015
C -4.730 7.508 -2.156
C -3.396 6.924 -1.703
C -3.550 5.613 -0.923
C -4.347 5.823 0.299
N -4.954 5.989 1.257
H -5.364 7.764 -1.306
H -4.571 8.421 -2.732
H -5.273 6.802 -2.787
H -2.875 7.658 -1.084
H -2.770 6.738 -2.577
H -2.577 5.224 -0.633
H -4.040 4.856 -1.535
C 0.549 5.636 -8.217
C -0.450 4.637 -7.643
C -1.744 5.298 -7.156
C -1.460 6.271 -6.086
N -1.224 7.016 -5.248
H 0.871 6.357 -7.465
H 1.439 5.120 -8.578
H 0.116 6.187 -9.055
H 0.016 4.097 -6.816
H -0.701 3.899 -8.406
H -2.431 4.548 -6.766
H -2.242 5.819 -7.975
```

Summary:
- total charge = 0
- gap between HOMO and LUMO (eV) = 9.63
- maximum force (eV/A) = 1.68
- HOMO energy (eV) = -9.57

---

No. 4
Below is 8 unconnected molecules or ions with the total composition C23H38Cl6O11 at a distorted geometry, with properties calculated with ωB97M-V with the def2-TZVPD basis set.

The geometry in XYZ format:
```
78
C23H38Cl6O11 | OMol25 | ωB97M-V with the def2-TZVPD basis set
C 13.655 13.445 18.456
C 12.186 13.166 18.408
O 11.348 14.333 18.413
C 11.397 15.120 17.332
O 12.087 14.905 16.413
O 10.505 16.137 17.365
C 9.550 16.156 18.392
H 13.886 14.077 19.329
H 14.109 13.980 17.609
H 14.331 12.601 18.659
H 11.814 12.547 19.199
H 11.855 12.617 17.556
H 8.845 16.917 18.072
H 10.086 16.554 19.314
H 9.030 15.223 18.623
O 8.002 6.221 12.921
C 8.418 6.872 13.846
C 9.628 6.660 14.708
C 9.437 7.644 15.879
C 8.538 8.658 15.276
O 7.761 7.964 14.260
H 9.696 5.610 14.966
H 10.443 7.050 14.078
H 8.875 7.137 16.714
H 10.348 8.172 16.222
H 7.810 9.051 15.980
H 9.115 9.504 14.859
O 9.134 12.677 11.889
C 9.328 13.811 11.483
C 9.130 15.107 12.218
C 9.809 16.150 11.284
C 10.190 15.395 10.022
O 9.820 13.976 10.181
H 8.079 15.274 12.265
H 9.641 14.980 13.194
H 9.162 16.995 11.137
H 10.698 16.565 11.716
H 9.541 15.751 9.155
H 11.223 15.467 9.748
O 13.322 10.039 8.550
C 12.259 10.599 8.519
C 11.034 10.608 9.354
C 9.913 11.203 8.437
C 10.837 12.202 7.650
O 12.077 11.509 7.500
H 10.852 9.655 9.826
H 11.182 11.362 10.151
H 9.419 10.541 7.766
H 9.200 11.768 9.033
H 10.420 12.413 6.654
H 10.946 13.102 8.218
O 16.258 9.056 15.916
C 15.143 8.829 16.285
C 14.005 9.803 16.358
C 12.932 9.118 17.115
C 13.305 7.613 17.025
O 14.746 7.586 16.692
H 14.260 10.744 16.850
H 13.774 9.915 15.291
H 12.832 9.429 18.155
H 11.964 9.364 16.690
H 13.210 7.032 17.941
H 12.719 7.220 16.196
Cl 14.474 12.865 13.447
C 13.652 14.440 13.490
Cl 12.686 14.614 11.999
H 13.016 14.375 14.387
H 14.364 15.265 13.527
Cl 4.915 9.343 11.133
C 6.514 8.697 11.373
Cl 7.793 9.966 11.243
H 6.628 8.203 12.330
H 6.737 7.906 10.637
Cl 11.128 11.529 14.782
C 11.260 10.870 13.118
Cl 12.027 9.276 12.949
H 10.273 10.834 12.704
H 11.933 11.501 12.579
```

Summary:
- total charge = 0
- gap between HOMO and LUMO (eV) = 10.09
- maximum force (eV/A) = 3.12
- HOMO energy (eV) = -9.90

---

No. 5
Below is a single C15H20FNO7S molecule, with properties calculated with ωB97M-V with the def2-TZVPD basis set.

The geometry in XYZ format:
```
45
C15H20FNO7S | OMol25 | ωB97M-V with the def2-TZVPD basis set
C 3.448 3.059 -4.370
O 2.254 2.505 -3.809
C 1.184 2.528 -4.626
O 1.212 3.013 -5.726
C 0.009 1.861 -3.992
C 0.233 0.880 -3.033
C -0.817 0.180 -2.454
N -0.681 -0.819 -1.472
C 0.447 -1.539 -1.190
O 1.512 -1.389 -1.744
C 0.263 -2.536 -0.034
C 0.733 -1.871 1.256
C 0.560 -2.804 2.444
S 1.189 -2.148 3.973
C 0.144 -0.761 4.330
O 0.957 -3.138 4.990
O 2.518 -1.646 3.736
O 1.026 -3.691 -0.218
C 0.645 -4.444 -1.356
C -2.095 0.527 -2.857
F -3.134 -0.129 -2.289
C -2.367 1.505 -3.786
C -1.303 2.186 -4.374
O -1.478 3.169 -5.274
C -2.802 3.498 -5.655
H 4.208 2.953 -3.603
H 3.731 2.517 -5.271
H 3.298 4.108 -4.622
H 1.245 0.643 -2.749
H -1.540 -1.118 -1.039
H -0.805 -2.802 0.047
H 1.785 -1.607 1.141
H 0.167 -0.947 1.397
H -0.482 -3.077 2.621
H 1.131 -3.722 2.303
H 0.492 -0.376 5.287
H 0.260 0.001 3.563
H -0.887 -1.094 4.416
H 1.252 -5.345 -1.356
H -0.413 -4.723 -1.301
H 0.829 -3.887 -2.278
H -3.397 1.714 -4.028
H -2.708 4.293 -6.388
H -3.306 2.642 -6.110
H -3.383 3.856 -4.801
```

Summary:
- total charge = 0
- energy relative to the best compared isomer or geometry (same formula, charge and spin) (kJ/mol) = 0.0
- gap between HOMO and LUMO (eV) = 8.88
- maximum force (eV/A) = 0.07
- HOMO energy (eV) = -8.62

---

No. 6
Below is a gas-phase ion, C4H9OS (charge -1) at a distorted geometry, with properties calculated with ωB97M-V with the def2-TZVPD basis set.

The geometry in XYZ format:
```
15
C4H9OS | OMol25 | ωB97M-V with the def2-TZVPD basis set
O -0.134 3.229 0.427
C 0.326 2.141 1.005
C -0.151 0.788 0.362
C 0.595 -0.464 0.806
C 0.780 -1.539 -0.236
S -0.686 -2.021 -1.199
H 0.052 2.014 2.099
H 1.461 2.013 1.026
H -1.230 0.749 0.543
H -0.203 0.885 -0.730
H 1.578 -0.069 1.110
H 0.223 -0.861 1.753
H 1.213 -2.435 0.232
H 1.575 -1.336 -0.961
H -1.576 -1.579 -0.300
```

Summary:
- total charge = -1
- energy relative to the best compared isomer or geometry (same formula, charge and spin) (kJ/mol) = 146.1
- gap between HOMO and LUMO (eV) = 5.45
- maximum force (eV/A) = 1.49
- HOMO energy (eV) = -2.29

---

What did the second record say?
Below is 2 unconnected molecules or ions with the total composition C4H5I at a distorted geometry, with properties calculated with ωB97M-V with the def2-TZVPD basis set.

The geometry in XYZ format:
```
10
C4H5I | OMol25 | ωB97M-V with the def2-TZVPD basis set
C -1.506 1.661 0.116
C -2.561 1.101 -0.121
I -4.275 0.076 -0.383
H -0.543 2.125 0.108
C 1.958 -0.582 -0.337
C 0.979 -0.990 0.510
H 1.944 0.319 -0.818
H 2.629 -1.315 -0.802
H 0.273 -0.308 0.989
H 1.101 -2.088 0.738
```

Summary:
- total charge = 0
- energy relative to the best compared isomer or geometry (same formula, charge and spin) (kJ/mol) = 206.4
- gap between HOMO and LUMO (eV) = 9.96
- maximum force (eV/A) = 3.47
- HOMO energy (eV) = -9.65

---

Copy entry 6 word for word.
Below is a gas-phase ion, C4H9OS (charge -1) at a distorted geometry, with properties calculated with ωB97M-V with the def2-TZVPD basis set.

The geometry in XYZ format:
```
15
C4H9OS | OMol25 | ωB97M-V with the def2-TZVPD basis set
O -0.134 3.229 0.427
C 0.326 2.141 1.005
C -0.151 0.788 0.362
C 0.595 -0.464 0.806
C 0.780 -1.539 -0.236
S -0.686 -2.021 -1.199
H 0.052 2.014 2.099
H 1.461 2.013 1.026
H -1.230 0.749 0.543
H -0.203 0.885 -0.730
H 1.578 -0.069 1.110
H 0.223 -0.861 1.753
H 1.213 -2.435 0.232
H 1.575 -1.336 -0.961
H -1.576 -1.579 -0.300
```

Summary:
- total charge = -1
- energy relative to the best compared isomer or geometry (same formula, charge and spin) (kJ/mol) = 146.1
- gap between HOMO and LUMO (eV) = 5.45
- maximum force (eV/A) = 1.49
- HOMO energy (eV) = -2.29